Density functional theory data (wB97M-V/def2-TZVPD) for a single C4H6O2 molecule.

Summary:
Orbital gap in eV: 10.9
Energy in hartree: -306.472058
E_LUMO in eV: 0.94
Structure (SMILES): O=CCCC=O
Energy relative to the best compared isomer or geometry (same formula, charge and spin) in kcal per mole: 21.5

Bonds (Å) are listed after each position.
Element x y z (Å)
1 O -1.274 -0.373 -1.515  C2 1.208
2 C -1.272 -0.924 -0.440  O1 1.208, C3 1.510, H7 1.109
3 C -0.421 -0.476 0.725  C2 1.510, C4 1.521, H8 1.098, H9 1.097
4 C 0.313 0.816 0.401  C3 1.521, C5 1.514, H10 1.095, H11 1.099
5 C 1.351 0.602 -0.681  C4 1.514, O6 1.207, H12 1.109
6 O 1.914 -0.452 -0.857  C5 1.207
7 H -1.916 -1.808 -0.257  C2 1.109
8 H 0.297 -1.279 0.936  C3 1.098
9 H -1.059 -0.382 1.613  C3 1.097
10 H -0.382 1.601 0.088  C4 1.095
11 H 0.846 1.189 1.287  C4 1.099
12 H 1.601 1.487 -1.300  C5 1.109

Results of the natural (NBO) charge analysis, in e, for atoms 1 through 8:
1 O -0.525
2 C 0.450
3 C -0.521
4 C -0.517
5 C 0.456
6 O -0.532
7 H 0.114
8 H 0.255